The following is a DFT calculation (ωB97M-V/def2-TZVPD) of 9 unconnected molecules or ions with the total composition C32H64NO18S6 at a distorted geometry.

Output
ΔE to the lowest compared entry with this formula, charge and spin (kJ/mol): 187.6
Gap between HOMO and LUMO (Ha): 0.3821
Lowest unoccupied orbital energy (eV): -1.3

Structure (ORCA input):
```
! RIJCOSX wB97M-V def2-TZVPD def2/J DEFGRID3
* xyz 1 1
N 21.92400 19.59500 12.45200
H 21.30700 19.44900 11.78500
H 22.89000 19.46700 12.18200
H 21.45700 18.83500 13.01700
H 21.81900 20.63700 12.88400
C 18.10300 14.42500 11.64200
C 18.48300 15.64300 12.59700
C 18.12600 15.27400 13.99900
O 19.22300 15.74700 14.69500
C 20.11400 16.20000 13.87400
O 21.13400 16.83500 14.12700
O 19.72700 16.02300 12.68400
H 18.04700 14.89900 10.58900
H 17.13600 13.82100 11.79600
H 19.05000 13.79900 11.60100
H 17.86900 16.49700 12.34600
H 17.93900 14.37400 14.28100
H 17.27100 15.71500 14.63300
C 20.14400 23.40600 6.47700
C 19.85600 21.92800 6.84300
C 20.88500 21.05600 6.20800
O 21.10500 20.06800 7.19400
C 20.57300 20.51100 8.33900
O 20.76200 19.90300 9.46600
O 19.89300 21.59800 8.21900
H 20.57400 23.43100 5.44900
H 20.91900 23.94700 7.29400
H 19.17600 24.16100 6.66100
H 18.88200 21.51700 6.42400
H 21.89000 21.52600 6.15800
H 20.64500 20.77100 5.21300
C 16.69200 20.10100 10.10300
C 17.02600 21.38700 10.74700
C 17.24600 21.17400 12.24100
S 17.75000 19.52500 12.36300
O 16.69200 18.93300 13.10100
O 19.12500 19.34500 12.80700
C 17.73300 19.12300 10.71200
H 16.73000 20.21100 9.04500
H 15.61200 19.51400 10.30100
H 16.27400 22.22900 10.62800
H 18.00200 21.75000 10.52200
H 16.44500 21.60300 12.86200
H 18.16100 21.85300 12.81700
H 17.52400 18.00000 10.68100
H 18.68700 19.42400 10.33000
C 24.95200 15.62900 15.33400
C 26.15400 16.38100 15.95700
C 26.53400 17.37800 14.88600
S 25.12000 17.95400 14.11500
O 25.22300 17.95700 12.70700
O 24.58200 19.21200 14.69200
C 24.09800 16.63400 14.58600
H 24.61900 14.90600 16.07100
H 25.45500 14.99700 14.47900
H 26.94800 15.76800 16.30900
H 25.82600 17.04200 16.86500
H 27.25900 16.91500 14.17300
H 26.97500 18.26500 15.32200
H 23.73000 16.18200 13.75200
H 23.43500 17.05500 15.32900
C 17.87700 19.36000 17.50300
C 18.92200 20.04800 18.44600
C 19.50200 21.30300 17.65000
S 19.48400 20.92800 15.90900
O 20.74200 20.58400 15.40600
O 18.68700 21.90300 15.29800
C 18.56000 19.37100 16.11500
H 16.85100 19.84400 17.32500
H 17.75800 18.26700 17.75100
H 19.88300 19.42800 18.91700
H 18.34700 20.40100 19.19100
H 20.47900 21.68000 17.96400
H 18.87900 22.19400 18.05100
H 19.20300 18.64400 15.90100
H 17.87300 19.25700 15.25000
C 25.99000 24.48700 14.19400
C 26.55400 23.18900 14.61800
C 25.53200 22.21000 15.13900
S 24.04800 22.66900 14.27800
O 22.90300 22.81300 15.07900
O 23.85300 21.77700 13.14400
C 24.54300 24.24700 13.72300
H 26.63000 25.01900 13.51700
H 25.79600 25.03600 14.96700
H 27.23300 23.13200 15.47500
H 26.83100 22.55200 13.86800
H 25.48000 22.75700 16.23100
H 25.53800 21.09100 14.87100
H 23.72900 24.93800 14.24900
H 24.44100 24.17700 12.63900
C 22.02300 14.11500 8.77500
C 23.09400 15.06300 8.09400
C 22.67500 16.47000 8.42600
S 21.71400 16.33900 9.92300
O 20.35600 16.67300 9.67700
O 22.48100 17.01900 10.92800
C 21.83800 14.57400 10.15200
H 22.37900 12.95000 8.84500
H 20.87200 14.27000 8.15300
H 23.00700 15.12700 6.93900
H 24.15900 14.76000 8.15000
H 22.11900 16.94000 7.72900
H 23.40300 17.17900 8.62000
H 20.96400 14.25100 10.47700
H 22.66100 14.25700 10.85300
C 19.14700 24.70000 13.14200
C 18.26000 24.66000 11.87400
C 19.30700 24.59900 10.69400
S 20.62000 23.72500 11.27600
O 21.85700 24.11700 10.67200
O 20.27400 22.36500 11.27000
C 20.63500 24.32000 12.81100
H 18.45700 24.02400 13.70000
H 19.12100 25.70800 13.59200
H 17.74400 25.69300 11.97800
H 17.56800 23.68500 11.84300
H 19.83000 25.48800 10.49000
H 18.84700 24.05000 9.74200
H 21.26000 25.14500 12.87400
H 21.07600 23.39200 13.39200
*
```

Mulliken population analysis, charges in e, atoms 1 to 8:
1 N 1.305
2 H -0.355
3 H 0.398
4 H -0.107
5 H -0.203
6 C -1.261
7 C 1.207
8 C -0.805


The following is a DFT calculation (ωB97M-V/def2-TZVPD) of 10 unconnected molecules or ions with the total composition C32H64O20S6 at a distorted geometry.

Output
Gap between HOMO and LUMO (Ha): 0.3744
Lowest unoccupied orbital energy (eV): 0.0

Structure (ORCA input):
```
! RIJCOSX wB97M-V def2-TZVPD def2/J DEFGRID3
* xyz 0 1
C 9.72450 11.04290 11.01995
O 10.97927 10.51987 10.49692
H 9.98231 12.00392 11.40439
H 9.03405 11.18464 10.21266
H 9.23558 10.39572 11.75664
H 10.79281 9.72553 9.95452
C 14.37379 15.85614 7.11582
O 13.74225 16.83233 7.90541
H 13.74959 14.95325 7.21824
H 14.26476 16.08511 6.05730
H 15.37744 15.65428 7.42922
H 14.36380 17.27774 8.48138
C 18.64527 17.81574 12.88023
C 18.00060 16.75119 13.70489
O 17.71023 17.47631 14.90313
C 17.56800 18.76155 14.59775
O 17.05540 19.58924 15.24992
O 18.13250 19.00819 13.42194
H 18.44474 17.74321 11.82071
H 19.72098 17.77896 12.93722
H 18.74588 15.98837 14.00072
H 17.06179 16.36769 13.35187
C 12.94799 19.44991 11.78934
C 14.16132 19.52065 12.85556
O 15.01469 18.42641 12.42752
C 14.84082 18.24512 11.13227
O 15.57458 17.57073 10.45629
O 13.73176 18.85194 10.70811
H 12.59823 20.41431 11.48102
H 12.16892 18.79115 12.13096
H 13.89368 19.45734 13.91731
H 14.65754 20.48128 12.61565
C 16.01727 9.13828 9.66520
C 16.92366 9.40705 8.47598
C 16.45325 8.49252 7.33623
S 14.66510 8.37338 7.43881
O 14.35346 6.94622 7.52137
O 14.04276 9.24416 6.43557
C 14.59094 9.12496 9.08192
H 16.10285 9.89927 10.41554
H 16.26856 8.24863 10.22765
H 17.93608 9.18418 8.70227
H 16.86596 10.45476 8.14965
H 16.96091 7.48064 7.42915
H 16.82956 8.85019 6.36047
H 13.73573 8.71200 9.57382
H 14.25754 10.12618 8.75133
C 15.82534 12.62752 14.80816
C 17.14706 13.21668 14.38869
C 17.96849 11.96951 13.91676
S 17.73666 10.84636 15.37474
O 18.64298 11.27440 16.42756
O 17.61090 9.45451 14.95314
C 16.08261 11.45300 15.79934
H 15.33396 12.27365 13.90412
H 15.26407 13.46086 15.22662
H 17.80180 13.70543 15.13501
H 17.04790 13.93314 13.57471
H 19.04353 12.15882 13.79977
H 17.59423 11.44567 13.02140
H 16.18939 11.78254 16.83809
H 15.42918 10.59935 15.73958
C 9.60047 16.25352 14.54310
C 10.58555 17.44342 14.73147
C 10.78667 17.69066 16.22365
S 10.06284 16.18343 17.05479
O 8.65091 16.46639 17.33022
O 10.90164 15.52753 18.00227
C 9.95923 15.17209 15.50425
H 9.71716 15.88849 13.54922
H 8.58668 16.60160 14.76034
H 10.21334 18.30044 14.16616
H 11.53806 17.07656 14.40699
H 10.25031 18.54802 16.58556
H 11.85799 17.81633 16.38607
H 9.22121 14.40799 15.75065
H 10.96844 14.72776 15.36583
C 8.54567 17.33031 11.02031
C 10.06458 17.39921 10.84874
C 10.48295 16.19148 9.95408
S 9.44053 14.80581 10.54382
O 9.84955 14.46316 11.90180
O 9.27583 13.84315 9.47639
C 8.00877 15.91727 10.66200
H 8.15565 18.10061 10.34077
H 8.33619 17.64269 12.02158
H 10.64129 17.19949 11.74023
H 10.45624 18.32710 10.45349
H 11.52830 15.89010 9.89956
H 10.18390 16.38376 8.93690
H 7.33692 15.49572 11.42016
H 7.56512 15.86711 9.66400
C 19.34738 15.20119 10.53923
C 20.11850 13.87976 10.70396
C 19.56886 12.90314 9.65995
S 17.75504 13.35032 9.55088
O 17.01800 12.49288 10.47372
O 17.37903 13.32819 8.15055
C 17.87747 14.94420 10.32658
H 19.75242 15.72529 9.65386
H 19.59676 15.77438 11.41241
H 19.95859 13.55042 11.73560
H 21.20214 13.94516 10.61132
H 19.58060 11.85620 10.01636
H 19.96725 13.12496 8.63556
H 17.38921 14.66248 11.27834
H 17.35176 15.71300 9.77252
C 13.11872 12.99876 10.25366
C 13.22422 12.28176 11.59090
C 12.98831 13.36907 12.66962
S 13.75021 14.91264 12.04145
O 15.05039 15.09320 12.63429
O 12.68856 15.94005 12.10043
C 13.89208 14.33889 10.33043
H 12.05402 13.12439 10.00104
H 13.57468 12.44561 9.43464
H 14.27717 11.94075 11.58515
H 12.51858 11.43467 11.56416
H 13.39572 13.09044 13.62745
H 11.90653 13.54320 12.67690
H 14.95262 14.12059 10.20809
H 13.55687 15.20582 9.71064
*
```

Mulliken population analysis, charges in e, atoms 1 to 8:
1 C -0.170
2 O -0.471
3 H -0.206
4 H 0.312
5 H 0.342
6 H 0.275
7 C -0.537
8 O -0.512


What is the formula in the first record? C32H64NO18S6


Look up the lowest unoccupied orbital energy of the second one. 0.0 eV


What is the lowest unoccupied orbital energy in the second record? 0.0 eV